# 1
{
  "formula": "C24H14Cl2F6N2O2",
  "method": "the ωB97M-V functional and the def2-TZVPD basis",
  "smiles": "O=c1c(Cc2cc(C(F)(F)F)cc(C(F)(F)F)c2)c(O)n(-c2ccc(Cl)cc2)n1-c1ccc(Cl)cc1",
  "e_homo_ha": -0.307,
  "gap_ev": 8.32,
  "symbols": ["C", "H", "C", "H", "C", "H", "C", "C", "C", "C", "H", "C", "H", "C", "H", "C", "C", "C", "F", "C", "H", "C", "C", "H", "F", "O", "H", "C", "F", "Cl", "C", "F", "H", "Cl", "H", "C", "C", "O", "H", "H", "C", "N", "F", "F", "C", "C", "H", "C", "N", "C"],
  "coordinates": [[2.7894, -3.9669, -0.6764], [-5.3178, 1.6758, -2.2437], [0.8283, 1.2885, 1.0184], [5.2816, -0.1836, 3.4686], [-4.4893, 0.6309, -0.6991], [2.3716, 2.6010, 1.2521], [-3.5405, 0.5987, 0.2516], [3.0718, 0.2907, 0.8827], [-2.4429, 1.4941, 0.2142], [3.8785, 0.9098, -0.0892], [5.6602, 1.2991, -0.5097], [-0.3836, 0.8171, 1.1873], [-0.3428, -5.0928, -1.0857], [3.5338, -0.0964, 2.1506], [-3.7994, 0.0893, 1.1554], [0.4465, -4.4218, -0.8102], [0.1197, -3.2159, -0.2415], [-1.5650, 1.6273, 1.4617], [-3.6253, 4.7633, -2.2699], [-3.2539, 3.6043, -2.8852], [-0.8650, -2.8961, -0.1167], [-2.4155, 2.4219, -0.7856], [5.7895, 0.5395, 1.5381], [-2.0765, 1.3135, 2.4141], [-1.9987, 3.6766, -3.3243], [1.3311, 2.6202, 1.1808], [3.5643, 1.2401, -1.0670], [4.9468, 0.0552, 2.5206], [-4.0460, 3.1985, -3.9052], [1.9152, -6.4622, -1.4434], [-0.3834, -0.6133, 1.1778], [-6.7749, 0.1259, -0.3486], [-1.6161, 3.1946, -0.8793], [7.4689, 0.7181, 1.9664], [3.2959, -2.1393, 0.1807], [1.7015, -4.8030, -0.9576], [5.2094, 0.9703, 0.2826], [-1.3060, -1.2634, 1.5873], [-1.3148, 2.6865, 1.5999], [2.7160, -0.5825, 2.7629], [-4.3648, 1.6441, -1.6686], [1.6935, 0.1853, 0.6859], [-5.3922, -1.6544, -0.0852], [-5.6946, -0.7556, -2.0171], [-3.2924, 2.5017, -1.8247], [-5.6039, -0.4001, -0.6851], [3.8052, -4.1544, -0.8904], [1.1664, -2.2769, 0.0302], [0.8780, -1.0573, 0.6654], [2.4421, -2.7464, -0.1262]]
}

=====

# 2
{
  "formula": "C24H14Cl56N3O",
  "method": "the ωB97M-V functional and the def2-TZVPD basis",
  "charge": 1,
  "e_homo_ha": -0.412,
  "gap_ev": 7.34,
  "symbols": ["C", "Cl", "C", "H", "H", "Cl", "Cl", "Cl", "C", "C", "Cl", "Cl", "Cl", "N", "C", "Cl", "Cl", "C", "C", "H", "Cl", "H", "Cl", "Cl", "C", "Cl", "N", "Cl", "Cl", "Cl", "Cl", "Cl", "Cl", "Cl", "Cl", "Cl", "Cl", "Cl", "H", "Cl", "Cl", "C", "C", "Cl", "H", "Cl", "Cl", "N", "H", "C", "Cl", "Cl", "H", "Cl", "Cl", "Cl", "Cl", "C", "Cl", "Cl", "Cl", "C", "Cl", "H", "Cl", "Cl", "C", "Cl", "Cl", "C", "Cl", "Cl", "C", "O", "Cl", "C", "C", "H", "Cl", "C", "Cl", "Cl", "C", "H", "C", "C", "Cl", "H", "H", "C", "Cl", "Cl", "Cl", "Cl", "H", "Cl", "C", "Cl"],
  "coordinates": [[-1.3196, 2.7214, 0.9455], [-0.5168, 7.5241, 8.1254], [-3.2690, -0.3145, -2.7732], [0.4330, -6.0161, -8.0646], [-2.4915, -2.6796, -6.2503], [5.7155, 4.1382, 7.0912], [10.5936, 1.9401, 1.7407], [-0.6834, 1.1461, 0.4044], [-5.3174, 0.9590, -8.5079], [4.5780, 4.2456, 5.7349], [-2.9037, 3.0153, 0.1956], [-6.8788, 1.1537, -9.3140], [0.5056, -8.7098, -2.3292], [-3.6576, 0.4157, -4.0032], [-2.5824, 6.3797, -2.7014], [1.0659, -4.0870, 0.8610], [-0.4801, -2.0978, 5.9994], [2.0049, -3.8049, -0.6151], [-2.7482, -3.9466, 8.6051], [-0.4336, -4.5559, -3.1760], [-3.7321, 6.5790, -1.3671], [1.9013, -5.4761, -3.8465], [3.5511, -4.6757, -0.5111], [2.2850, -1.7424, -9.1776], [0.2521, -5.7009, -7.0153], [1.0834, -4.3803, -2.0240], [-2.9602, -1.6471, -3.0198], [-6.0872, 5.4390, 6.9706], [-3.3077, 5.7888, 7.6984], [6.6082, -0.3432, 3.5788], [-0.4786, -7.8915, 0.2682], [-4.6150, -0.6111, -8.9426], [-2.7540, 7.7269, -3.8361], [4.1506, 6.4211, 2.0464], [2.0099, 8.3110, 2.5411], [3.1742, 3.2065, 6.0535], [1.6322, -9.8634, 0.0755], [7.0660, -1.3657, 6.2484], [-4.6593, 0.1516, -4.0685], [-1.4925, 2.7129, 2.7043], [-5.5476, 1.0309, -6.7467], [-1.0758, -5.1779, -6.6509], [1.4308, -1.6332, -7.6301], [1.5607, 5.4796, 2.9241], [-1.8960, -5.0817, -7.4038], [1.5721, 5.5504, 7.7861], [0.0995, 0.6962, 5.5156], [-3.2269, 0.3841, -1.6507], [-1.9630, -0.4536, -4.8683], [-4.6459, 4.6323, 7.6132], [-4.2233, 2.2559, -9.0098], [-4.1941, 3.2880, 6.5441], [-3.2349, -2.3127, -2.2952], [-0.7459, 5.5068, 6.0551], [2.1679, -7.0961, -0.5935], [-0.2011, 3.9991, 0.4727], [11.0605, 3.0964, 4.3522], [2.4026, 6.6892, 1.9409], [4.3714, -0.7740, 5.3662], [-3.5756, -5.1425, 9.6155], [2.3204, -2.0695, -0.7918], [1.1146, -5.4225, -4.6248], [-0.9316, 6.3527, -2.0582], [-3.3198, -0.3552, -6.0993], [5.3757, 3.7137, 4.2396], [-2.5061, -0.0946, 6.4971], [-2.3627, -2.8309, -5.1454], [8.3814, 3.0306, 3.2575], [4.0439, 5.9267, 5.5513], [-3.4071, -1.9202, -4.4163], [6.2371, 1.3806, 5.8727], [-2.9126, 4.8508, -3.5425], [1.3097, -5.7960, -6.0138], [-2.4728, -4.2294, -4.8191], [-3.1358, -2.3159, 9.1804], [0.9572, -8.3925, -0.6442], [9.9246, 2.1595, 3.3674], [-4.4906, -2.1973, -4.4360], [-4.9923, 4.0056, 9.2336], [-1.1548, -0.5562, 5.4497], [1.2067, 7.6301, 5.8006], [9.6622, 0.5736, 4.1145], [-3.0723, -0.4917, -5.0252], [-4.0218, 1.0009, -1.4650], [0.3794, 6.5534, 6.9432], [-0.2062, -4.8937, -4.2393], [0.7241, -3.2150, -7.2267], [2.3168, -6.1700, -6.3096], [-1.3226, -2.4912, -4.8653], [-1.2433, -4.7920, -5.2620], [0.1359, -0.4195, -7.7535], [-0.9954, -4.2042, 8.7005], [-3.2847, -4.1235, 6.9223], [1.8851, 6.5448, 0.2459], [-2.4264, 0.4061, -1.0086], [2.5691, -1.1524, -6.3578], [6.0711, -0.2748, 5.2669], [-1.7333, -0.7243, 3.7796]]
}

=====

# 3
{
  "formula": "C24H15AuBrF3N2O3S",
  "method": "the ωB97M-V functional and the def2-TZVPD basis",
  "e_homo_ha": -0.308,
  "relative_energy_ev": 0.000,
  "gap_ev": 6.78,
  "symbols": ["H", "H", "C", "O", "H", "C", "C", "H", "C", "C", "C", "F", "H", "O", "C", "C", "Au", "H", "H", "C", "N", "C", "C", "C", "O", "Br", "C", "N", "C", "F", "H", "H", "H", "C", "C", "H", "H", "C", "H", "C", "C", "C", "C", "H", "H", "C", "C", "C", "F", "S"],
  "coordinates": [[-5.2524, -0.9866, -1.0754], [2.2121, -2.7577, -2.0938], [2.9937, 2.4299, 1.0889], [-0.4332, 0.1559, 1.2629], [1.5940, -5.8970, 0.7528], [-3.8706, 2.0838, -0.6258], [2.0771, 1.8522, 0.1877], [-2.8290, -1.5351, -1.3539], [-2.5328, 1.6808, -0.7590], [4.2704, 1.9519, 1.2024], [-1.4839, 2.6167, -0.5543], [1.4570, -1.7353, 1.0835], [0.6315, 3.3274, 0.8111], [1.7521, 0.0749, -1.4809], [-4.8705, 1.0928, -0.7551], [0.1920, -3.0723, -1.4739], [-0.2101, 0.1247, -1.2742], [-0.9928, 4.6624, -0.2444], [3.1181, -4.5716, -0.6720], [4.6778, 0.8678, 0.4220], [-0.1910, 2.0762, -0.5839], [1.2244, -1.2102, 2.3037], [-4.1512, 3.4476, -0.3726], [-0.1597, -4.8366, 0.1231], [0.4840, 0.8617, 3.1831], [5.4847, 2.7387, 2.4176], [-0.6629, -3.8238, -0.6764], [-2.2151, 0.3785, -1.0538], [-3.1314, 4.3477, -0.2539], [2.4244, -0.9895, 2.8633], [-0.8297, -5.4107, 0.7495], [5.6818, 0.4797, 0.5254], [-1.7264, -3.6190, -0.6832], [-3.1563, -0.5284, -1.1350], [2.0563, -4.3661, -0.6755], [-5.1819, 3.7601, -0.2762], [4.0999, -0.5742, -1.0459], [-1.7877, 3.9355, -0.3427], [2.6665, 3.2576, 1.7035], [2.4782, 0.7353, -0.5976], [-4.5157, -0.2030, -0.9849], [0.7842, 2.4741, 0.1528], [1.2010, -5.1077, 0.1265], [-5.9100, 1.3766, -0.6571], [-3.3481, 5.3918, -0.0757], [3.8028, 0.2783, -0.4531], [1.5547, -3.3532, -1.4748], [0.3401, 0.0810, 2.2506], [0.6139, -2.1713, 3.0281], [-0.4307, -1.7921, -2.5333]]
}

=====

# 4
{
  "formula": "C24H15GaN4O5",
  "method": "the ωB97M-V functional and the def2-TZVPD basis",
  "e_homo_ha": -0.307,
  "relative_energy_ev": 0.000,
  "gap_ev": 6.92,
  "symbols": ["C", "C", "O", "C", "H", "C", "N", "O", "C", "C", "H", "H", "C", "C", "H", "N", "N", "H", "C", "H", "N", "C", "C", "H", "O", "C", "H", "C", "C", "C", "C", "C", "Ga", "H", "H", "O", "C", "C", "C", "O", "C", "H", "H", "H", "C", "H", "C", "H", "C"],
  "coordinates": [[-0.9861, -1.3438, -1.3993], [3.0341, 1.3804, -3.7905], [-1.2587, -2.1205, 2.0803], [-0.0275, -0.6538, -0.5028], [2.8124, 2.9658, 3.1632], [-3.3835, -1.9894, 4.9184], [0.1301, 1.3315, 2.0455], [1.5964, -0.7788, 2.2640], [2.4215, 1.2343, -2.5554], [-1.3331, -0.7086, 4.3760], [-2.4860, -4.3586, -1.8292], [-0.8848, -3.2099, -0.3481], [2.9367, 0.3682, -4.7336], [1.3749, 1.5510, 2.4507], [2.5082, 2.0237, -1.8164], [-4.2287, -2.1832, 5.6704], [-0.4965, 0.0467, 4.6032], [-3.5449, -3.1328, -3.6997], [-0.7767, 2.2864, 2.0238], [3.4137, 0.4776, -5.6988], [-2.2320, -2.3720, 2.9146], [-1.6036, -0.6585, -2.4462], [1.0668, 0.0019, -0.9049], [-2.9908, -0.7512, -4.0724], [3.4274, 0.4053, 2.7783], [1.6854, 0.0904, -2.2450], [1.6275, 0.5691, -0.1634], [-2.5170, -1.2980, -3.2671], [0.8585, 3.8373, 2.7919], [-2.1714, 1.8017, 1.6296], [1.7967, 2.8040, 2.8336], [-2.3163, -1.6919, 4.0086], [-0.5728, -0.5018, 1.3932], [1.1490, 4.8340, 3.0955], [2.1708, -1.5909, -5.1507], [-3.0632, 2.6100, 1.5261], [-2.8295, -2.6350, -3.0581], [1.6139, -0.9295, -3.1954], [2.2335, -0.7894, -4.4260], [-2.2281, 0.5181, 1.4757], [2.1451, 0.2793, 2.4898], [-1.3644, 0.3847, -2.6125], [1.0813, -1.8407, -2.9612], [3.8307, -0.4775, 2.7873], [-0.4415, 3.5835, 2.3915], [3.5917, 2.2811, -4.0131], [-1.3302, -2.6770, -1.1790], [-1.2044, 4.3484, 2.3672], [-2.2348, -3.3215, -2.0098]]
}

=====

Number 1: calculated total energy -2702.444594 Ha. Number 2: calculated total energy -26932.632080 Ha. Number 3: calculated total energy -4666.309140 Ha. Number 4: calculated total energy -3443.600376 Ha.